C8H8N2O2 | wB97M-V/def2-TZVPD

```
20
Properties=species:S:1:pos:R:3:forces:R:3:lowdin_charge:R:1
C -1.169 -0.056 2.594 -0.514 1.203 -2.925 -0.02
C -0.282 -0.226 1.369 -0.415 -0.722 0.421 -0.29
C 1.124 -0.149 1.440 0.951 -0.609 0.678 -0.06
C 1.963 -0.010 0.380 1.412 -0.793 -0.106 -0.06
C 1.716 0.202 -1.060 1.248 1.271 2.163 0.00
C 0.617 0.094 -1.754 -4.635 -2.648 1.488 -0.09
N 0.527 0.567 -3.072 1.842 0.804 -1.616 -0.39
O 1.461 1.258 -3.481 0.016 0.181 0.290 0.04
O -0.376 0.243 -3.793 -1.584 -0.602 -0.006 0.10
C -0.664 -0.740 -1.097 3.033 1.518 -1.623 -0.06
C -2.052 -0.407 -0.655 -0.498 -0.973 2.040 0.01
N -0.814 -0.494 0.190 -0.980 -0.118 0.213 -0.05
H -1.971 -0.811 2.659 0.316 0.473 -0.032 0.08
H -1.562 0.984 2.306 -0.037 -1.297 1.668 0.11
H -0.504 -0.103 3.417 0.156 0.393 1.122 0.05
H 1.655 -0.339 2.426 -1.049 0.571 -1.133 0.13
H 3.031 -0.083 0.696 -0.840 0.241 -0.765 0.11
H 2.489 0.753 -1.556 0.555 -0.055 -0.323 0.12
H -2.447 0.640 -0.651 -0.024 -1.088 -0.277 0.12
H -2.741 -1.323 -0.359 1.045 2.249 -1.279 0.14
```
Forces are in eV/Å.

The value obtained for the highest occupied orbital energy (alpha / beta) is -7.653 / -7.085 eV. Its energy above the lowest of the compared OMol25 structures with the same formula, charge and spin is 198.6 kcal per mole. Its structure (SMILES) is CC1=CC=CC([N+](=O)[O-])=C2CN12. As for the largest force on an atom: 5.54 eV/Å. Its HOMO-LUMO gap (alpha / beta) is 6.524 / 6.111 eV. The value obtained for the electronic energy is -15492.18384 eV.